1.
ORCA calculation (wB97M-V/def2-TZVPD) on a structure of composition C9H15Cl2F2N3O12Pd in a non-equilibrium geometry.

ORCA input file:
```
! wB97M-V def2-TZVPD RIJCOSX def2/J DEFGRID3
* xyz 0 3
Pd -0.21634 -0.71715 1.26123
Cl -3.12936 0.53433 -0.23469
Cl 2.68826 -2.46821 2.53079
F 5.45616 3.83990 -2.56503
F -1.47810 0.10224 -5.79600
O 0.04869 -0.71665 -4.25781
O 0.21216 2.76167 2.61338
O -0.10464 -2.33915 -2.77800
O 2.92110 1.25876 -0.79482
O 0.06608 4.23487 4.18378
O 4.89410 2.41212 -0.91923
O -0.65642 -2.71834 -4.96789
O -2.85298 -5.14310 3.08775
O 4.20833 1.26620 -2.64591
O -1.55976 0.05159 6.91276
O -1.85884 -0.69644 4.85838
O -2.40466 -3.71724 1.62921
N -2.29253 -0.38352 5.99111
N 0.11691 3.91794 2.99327
N -3.13494 -4.55775 2.06730
C 0.27112 4.98616 1.97808
C -4.41158 -4.77551 1.30379
C 3.95006 1.63065 -1.35458
C 5.82132 2.75270 -1.90854
C -0.47619 -2.00489 -6.13860
C 5.56776 1.55796 -2.85835
C -0.26993 -0.55355 -5.62587
C -3.75741 -0.25382 6.01601
C -0.23384 -1.95644 -3.90965
H 1.28352 5.30188 2.22998
H -4.41772 -1.11985 6.06155
H -4.96607 -5.67322 1.57723
H -3.97678 0.40153 5.17311
H 0.42814 -2.28860 -6.67694
H -0.36050 5.80147 2.33083
H 0.02042 4.50786 1.03124
H 0.41842 0.08594 -6.17843
H 6.16745 0.71996 -2.50305
H -4.14274 -4.90755 0.25575
H -4.99964 -3.89741 1.57065
H 5.68662 1.68429 -3.93448
H -1.27966 -2.08430 -6.87087
H 6.86640 2.84838 -1.61404
H -4.11250 0.31444 6.87571
*
```

Its expectation value of S² is 2.0100. Its energy above the lowest of the compared OMol25 structures with the same formula, charge and spin is 138.56 kcal per mole. The value obtained for the LUMO energy (spin up / spin down) is -0.92 / -4.47 eV. The value obtained for the molecular weight is 572.55 g/mol. As for the highest occupied orbital energy (spin up / spin down): -7.763 / -7.575 eV. For the gap between HOMO and LUMO (spin up / spin down), the calculation gives 6.841 / 3.108 eV. As for the total energy: -72561.63692 eV.


2.
ORCA calculation (wB97M-V/def2-TZVPD) on an isolated molecule of C5H8ClN5 in a non-equilibrium geometry.

ORCA input file:
```
! wB97M-V def2-TZVPD RIJCOSX def2/J DEFGRID3
* xyz 0 1
Cl 2.67120 -1.50264 -0.03266
N 0.82161 3.00267 0.09549
N 1.64676 0.88307 0.17733
N -0.69052 1.29108 -0.12571
N -2.12562 -0.51094 0.02394
N 0.14311 -0.96200 -0.15598
C -3.27369 0.37443 -0.07987
C -2.39035 -1.95204 0.20122
C 0.56679 1.66932 0.03808
C -0.87891 -0.03150 -0.09054
C 1.33536 -0.40382 -0.03960
H 1.75259 3.30385 0.07540
H -2.97182 -2.38714 -0.68924
H -2.80253 -2.09818 1.21198
H -1.44553 -2.49851 0.18914
H -2.93809 1.37060 -0.14695
H -3.88505 0.13094 -0.99872
H -3.92580 0.25507 0.76146
H 0.08330 3.60275 -0.12913
*
```

Its SMILES is CN(C)c1nc(N)nc(Cl)n1. Its energy above the lowest of the compared OMol25 structures with the same formula, charge and spin is 11.78 kcal per mole. The value obtained for the LUMO energy is 0.81 eV. The value obtained for the molecular weight is 173.61 g/mol. As for the highest occupied orbital energy: -8.996 eV. For the gap between HOMO and LUMO, the calculation gives 9.804 eV. As for the total energy: -25288.78136 eV.


3.
ORCA calculation (wB97M-V/def2-TZVPD) on an isolated molecule of C14H19NO3S.

ORCA input file:
```
! wB97M-V def2-TZVPD RIJCOSX def2/J DEFGRID3
* xyz 0 1
S -2.78165 0.80858 -0.94764
O -1.36856 -2.61731 -1.43756
O 2.64461 1.00218 -0.13341
O 4.53136 0.18444 0.73294
N -0.12897 -1.15304 -0.26944
C 1.31197 -0.88769 1.68017
C 2.56007 -1.18242 0.83737
C 2.16762 -1.97099 -0.42250
C 0.16621 -0.29695 0.85331
C -3.46582 2.14622 -0.10672
C -3.75675 1.84477 1.18212
C -1.26346 -1.84593 -0.50298
C -2.43730 -1.60400 0.44563
C -3.42234 0.51195 1.51425
C -2.88475 -0.18061 0.47303
C 2.34023 3.15059 -1.13225
C 3.33964 2.19437 -0.50921
C 3.35919 0.06182 0.48545
C 1.00156 -1.31914 -1.16031
H 1.56110 3.40134 -0.41694
H -3.57826 0.08550 2.48983
H 1.29224 -0.33586 -1.54116
H 3.02520 -2.05933 -1.09089
H -2.18618 -1.93716 1.45585
H 0.67786 -1.94928 -1.99046
H 1.87054 -2.97655 -0.11758
H -4.19296 2.54018 1.87648
H 0.97641 -1.82972 2.12032
H -3.61124 3.07258 -0.62538
H 2.84815 4.06136 -1.43507
H 1.56155 -0.20415 2.49328
H 3.80768 2.62541 0.38246
H -0.71008 -0.17025 1.48606
H 1.87788 2.69660 -2.00490
H 4.13492 1.92993 -1.21465
H 3.24828 -1.79446 1.43062
H -3.24920 -2.23964 0.07731
H 0.45756 0.68594 0.46938
*
```

Its SMILES is CCOC(=O)C1CCN(C(=O)Cc2cccs2)CC1. Its energy above the lowest of the compared OMol25 structures with the same formula, charge and spin is 15.48 kcal per mole. The value obtained for the LUMO energy is 0.61 eV. The value obtained for the molecular weight is 281.38 g/mol. As for the highest occupied orbital energy: -8.835 eV. For the gap between HOMO and LUMO, the calculation gives 9.442 eV. As for the total energy: -33294.98072 eV.


4.
ORCA calculation (wB97M-V/def2-TZVPD) on a structure of composition C33H80CsN4O7S in a non-equilibrium geometry.

ORCA input file:
```
! wB97M-V def2-TZVPD RIJCOSX def2/J DEFGRID3
* xyz 3 1
Cs 2.96478 3.75169 -0.71869
S 0.68175 1.10357 0.62107
O -0.28560 1.28765 1.73054
O 2.07395 1.51961 0.96956
O 0.73618 -0.35016 0.29207
O -3.16315 -1.38747 -2.23174
O 3.66471 -3.77078 0.52112
O 0.26329 1.92745 -0.54731
O 4.30994 -1.65301 -4.57381
N -3.41893 -0.92225 0.77105
N 3.30930 -1.87160 2.80185
N 1.63767 -0.74862 -3.98931
N -2.14908 3.97712 2.21217
C 0.47111 0.13473 -3.59068
C -2.46682 -0.31378 -0.21212
C 2.56928 -0.84221 3.63234
C -4.70539 -0.11958 0.78200
C 1.73330 -1.36065 4.78087
C 1.91997 -0.39843 -5.42161
C -2.43125 3.42860 0.82895
C -3.10336 5.12160 2.56276
C 0.97291 -2.70004 -2.53603
C -2.44099 -3.21972 0.28662
C -3.67088 -2.38842 0.57181
C -2.06886 4.37352 -0.27472
C 4.93446 -0.02236 2.18114
C -3.58926 4.82907 4.00788
C -5.63408 -0.45810 1.93296
C 1.23947 -2.17368 -3.90986
C 4.13580 -4.96590 -0.11002
C -2.78377 3.62222 4.50932
C 4.27624 -2.58060 3.67129
C -0.76345 4.41886 2.34966
C 5.13854 -2.80345 -4.72025
C 3.98277 -1.42435 -3.22427
C 2.27935 -2.83011 2.26238
C 4.04890 -1.12330 1.69328
C -2.43684 3.79725 -1.63627
C -1.93170 4.62719 -2.81254
C -2.51723 2.91910 3.19493
C -3.60851 -1.29241 -3.58226
C -2.99645 -0.16208 -1.61431
C 2.81332 -4.07359 1.59763
C 0.74752 1.62939 -3.71627
C -2.71961 -0.73606 2.07984
C 2.82781 -0.46010 -3.11486
H 6.08421 -2.65620 -4.18468
H -1.86734 3.89490 5.02204
H 0.43928 -2.34617 -4.62964
H 0.30136 -2.08280 -1.95440
H -5.17665 -0.38932 -0.16121
H -0.01976 2.17446 -3.17466
H 1.71217 -0.59494 5.55338
H -0.86515 4.85486 -2.70985
H -5.77801 -1.52192 2.05500
H -6.55288 0.10447 1.77340
H -4.21585 -2.70805 1.45150
H 5.34290 -2.94295 -5.77451
H -3.93772 5.06710 1.87531
H -3.43190 2.98679 5.10523
H -2.15286 0.67582 0.12336
H 1.77084 -3.13640 3.17701
H 3.77169 -2.37456 -2.72427
H 3.26348 -0.80581 1.01269
H -0.98237 4.51504 -0.30241
H -1.54059 -0.87938 -0.19885
H -0.34938 -0.10494 -4.26483
H 4.64688 -4.65374 -1.02394
H 3.28805 -5.58097 -0.41863
H -1.93548 -2.88953 -0.60934
H 3.72462 -3.22052 4.35450
H -2.53987 6.04310 2.60059
H -3.48291 3.15426 0.86308
H 2.42445 -0.34935 -2.10252
H 3.31987 -0.11879 3.93407
H -3.48319 5.72191 4.62134
H -0.51380 4.52195 3.40489
H 1.74460 1.87218 -3.36368
H -2.50359 5.37416 -0.18407
H -2.26854 0.46012 -2.16705
H -0.11120 3.64316 1.95643
H 0.16457 -0.10047 -2.57412
H -4.65387 4.60052 4.04186
H 0.71986 -1.59521 4.46660
H -4.31645 -2.47867 -0.30136
H -1.75128 2.13995 3.15676
H 0.68250 1.90844 -4.76766
H -3.88064 0.49536 -1.65484
H -1.72339 -3.15072 1.10897
H -2.74171 0.30358 2.38761
H 3.40884 -4.64274 2.32528
H -2.77220 -4.25034 0.18546
H -3.52933 3.75665 -1.74276
H -3.43478 2.43360 2.85486
H 3.19622 0.52920 -3.38409
H 2.16453 -2.23861 5.26233
H -1.76350 2.56355 0.76137
H -2.09655 2.75735 -1.72078
H -3.20821 -1.34249 2.84235
H 4.64421 -3.68510 -4.29434
H 4.96084 -3.18179 3.08114
H 1.96767 -0.29635 2.90488
H 4.83400 -1.86322 4.26177
H -0.58600 5.35780 1.83810
H -4.38812 0.92048 0.77238
H -1.68488 -1.05700 2.00898
H 4.43796 0.92457 2.39556
H -4.00199 -2.27217 -3.84526
H -4.39499 -0.54087 -3.68363
H 2.07056 -2.74139 -4.33615
H -2.14189 4.12535 -3.75181
H 2.43137 0.54838 -5.49858
H 4.86705 -0.94907 -2.78128
H 1.88475 -2.92848 -1.99037
H 2.45235 -1.22129 -5.88024
H -2.41619 5.60604 -2.81884
H 0.97111 -0.36238 -5.96018
H 5.46483 -0.28975 3.09157
H 1.97710 -4.71011 1.28650
H -5.24909 -0.02390 2.85929
H 4.69247 -1.86842 1.24409
H 5.62928 0.18441 1.36799
H 4.88224 -5.46263 0.50987
H -2.79699 -1.07213 -4.28576
H 1.61449 -2.20353 1.66754
H 0.44079 -3.65017 -2.65454
*
```

The value obtained for the LUMO energy is -6.19 eV. The value obtained for the molecular weight is 810.00 g/mol. As for the highest occupied orbital energy: -15.049 eV. For the gap between HOMO and LUMO, the calculation gives 8.863 eV. As for the total energy: -67172.53252 eV.


5.
ORCA calculation (wB97M-V/def2-TZVPD) on the ion C19H21BrF7N2O2S with charge +1 in a non-equilibrium geometry.

ORCA input file:
```
! wB97M-V def2-TZVPD RIJCOSX def2/J DEFGRID3
* xyz 1 1
Br -5.36604 0.05513 0.64397
S -3.93262 -2.48591 2.06758
F -4.51198 0.60978 -3.62038
F -1.74393 -4.35255 1.47895
F -0.60070 -1.96897 3.00079
F -0.05288 -4.03938 0.12524
F -2.33416 3.37309 -1.29460
F 1.20577 -2.38208 1.81240
F 0.33047 -3.96690 3.04967
O -2.66027 1.76885 -3.58109
O -4.03938 2.97551 -0.01652
N -2.93054 0.21259 -0.91048
N -3.63733 1.26171 -1.49326
C -0.90719 -3.37978 1.00690
C -0.93351 -1.31065 -0.67019
C 0.15261 0.90816 2.08447
C -1.64575 -0.16860 -1.26470
C 1.32716 -0.18247 -1.43832
C -2.96881 -1.67159 0.77051
C 2.28969 2.30883 1.49884
C 0.50628 -1.55385 -1.20474
C 2.82258 -0.36727 -0.90810
C -3.57672 -0.50421 0.09916
C 3.27067 1.10941 1.20636
C 3.75473 -1.04716 -1.99917
C -3.35844 2.55959 -0.87639
C -3.51912 1.28002 -2.94752
C 3.44433 1.01281 -0.36486
C -1.60579 -2.14106 0.38165
C 0.10176 3.06412 0.50549
C 0.02092 -2.93190 2.22444
C 0.92537 2.08111 1.39634
H 0.09877 2.77697 -0.59067
H 4.54564 0.93975 -0.60468
H 0.33127 0.82299 3.18249
H 0.44996 4.13102 0.55728
H 4.23365 1.30186 1.75717
H 1.43998 -0.04676 -2.55491
H 0.41127 -2.02814 -2.22372
H 2.86404 -1.06617 -0.01803
H 0.82600 0.70871 -0.98382
H 3.86478 -0.43542 -2.93021
H 2.62916 3.34724 1.74598
H -0.95017 1.12030 1.94849
H 0.34865 -0.05002 1.52344
H 4.77894 -1.18913 -1.54703
H -0.97107 3.02395 0.83901
H 2.93723 1.85973 -0.89246
H 1.15203 -2.18068 -0.54780
H 3.39461 -2.09345 -2.23480
H -3.88252 -1.69886 3.20345
H 2.81509 0.19737 1.67769
H -1.14448 0.43238 -2.06931
*
```

Its SMILES is CC(C)=CCC[C@H](C)CCc1c[n+](N(C(=O)F)C(=O)F)c(Br)c(S)c1C(F)(F)C(F)(F)F. The value obtained for the LUMO energy is -5.79 eV. The value obtained for the molecular weight is 554.35 g/mol. As for the highest occupied orbital energy: -10.449 eV. For the gap between HOMO and LUMO, the calculation gives 4.656 eV. As for the total energy: -127005.96683 eV.


6.
ORCA calculation (wB97M-V/def2-TZVPD) on a cluster of 2 separate species, C2H2Cl2O in total in a non-equilibrium geometry.

ORCA input file:
```
! wB97M-V def2-TZVPD RIJCOSX def2/J DEFGRID3
* xyz 0 1
Cl 2.66685 1.78198 -0.77588
Cl -2.33388 1.16070 0.75470
O -2.14097 -1.44511 -0.01493
C -1.62930 -0.28820 0.42017
C -0.56508 -1.04004 0.29422
H 3.72077 1.41564 -1.36157
H 0.28160 -1.58497 0.68331
*
```

Its SMILES is ClC1=CO1.Cl. Its energy above the lowest of the compared OMol25 structures with the same formula, charge and spin is 94.69 kcal per mole. The value obtained for the LUMO energy is 0.71 eV. The value obtained for the molecular weight is 112.94 g/mol. As for the highest occupied orbital energy: -8.555 eV. For the gap between HOMO and LUMO, the calculation gives 9.268 eV. As for the total energy: -29194.38024 eV.


Q: Look up the molecular weight of the sixth one.
A: 112.94 g/mol


Q: Among the records above, which one has the highest molecular weight?
A: C33H80CsN4O7S


Q: Number 1 is which compound?
A: C9H15Cl2F2N3O12Pd